Entry 1:
{"formula": "C33H66O11", "method": "wB97M-V/def2-TZVPD", "smiles": "CC(C)=O.CC(C)=O.CC(C)=O.CC(C)=O.CC(C)=O.CC(C)=O.CC(C)=O.CC(C)=O.CC(C)=O.CC(C)=O.CC(C)=O", "homo_lumo_gap_ev": 9.74, "charge": 0, "de_lowest_kj_mol": 199.8, "symbols": ["C", "C", "C", "O", "H", "H", "H", "H", "H", "H", "C", "C", "C", "O", "H", "H", "H", "H", "H", "H", "C", "C", "C", "O", "H", "H", "H", "H", "H", "H", "C", "C", "C", "O", "H", "H", "H", "H", "H", "H", "C", "C", "C", "O", "H", "H", "H", "H", "H", "H", "C", "C", "C", "O", "H", "H", "H", "H", "H", "H", "C", "C", "C", "O", "H", "H", "H", "H", "H", "H", "C", "C", "C", "O", "H", "H", "H", "H", "H", "H", "C", "C", "C", "O", "H", "H", "H", "H", "H", "H", "C", "C", "C", "O", "H", "H", "H", "H", "H", "H", "C", "C", "C", "O", "H", "H", "H", "H", "H", "H"], "coordinates": [[-1.106, 1.078, -6.098], [-0.974, -0.395, -5.912], [0.125, -1.100, -6.739], [-1.600, -1.081, -5.137], [-1.795, 1.499, -5.380], [-1.484, 1.146, -7.092], [-0.141, 1.605, -6.042], [1.043, -0.535, -6.717], [-0.050, -1.005, -7.847], [0.274, -2.120, -6.392], [2.027, 1.666, 2.471], [1.411, 0.481, 3.228], [2.253, -0.723, 3.347], [0.241, 0.476, 3.569], [2.731, 1.247, 1.698], [2.634, 2.368, 3.112], [1.214, 2.181, 2.001], [2.077, -1.450, 4.102], [3.290, -0.371, 3.412], [2.186, -1.324, 2.439], [-2.340, 5.105, 1.758], [-1.036, 5.660, 1.118], [-0.708, 7.161, 1.199], [-0.294, 4.903, 0.531], [-2.128, 5.068, 2.808], [-2.434, 4.131, 1.297], [-3.216, 5.819, 1.583], [-1.016, 7.635, 0.286], [0.361, 7.376, 1.255], [-1.224, 7.596, 2.047], [4.700, -6.110, 3.494], [3.793, -5.067, 2.897], [2.861, -5.550, 1.765], [3.888, -3.918, 3.252], [4.448, -7.161, 3.271], [4.812, -6.066, 4.623], [5.744, -5.867, 3.150], [3.416, -6.101, 0.995], [2.480, -4.624, 1.292], [2.268, -6.323, 2.298], [-0.169, -2.319, -2.754], [0.521, -3.566, -3.241], [0.508, -4.781, -2.405], [1.012, -3.645, -4.349], [-0.851, -2.560, -1.969], [-0.798, -1.848, -3.561], [0.559, -1.598, -2.424], [1.048, -5.504, -2.944], [-0.524, -5.188, -2.405], [0.776, -4.625, -1.371], [-1.534, -1.812, 2.128], [-1.567, -0.524, 1.334], [-0.455, -0.266, 0.407], [-2.609, 0.198, 1.283], [-0.696, -1.822, 2.804], [-1.434, -2.612, 1.437], [-2.429, -1.894, 2.759], [0.554, -0.407, 0.951], [-0.544, 0.775, 0.097], [-0.454, -0.962, -0.450], [4.353, -1.681, 0.075], [3.391, -2.338, -0.865], [3.879, -2.644, -2.280], [2.249, -2.594, -0.511], [4.366, -0.611, -0.039], [5.367, -2.008, 0.006], [3.964, -1.950, 1.101], [4.552, -1.884, -2.514], [3.076, -2.733, -3.028], [4.409, -3.610, -2.176], [-5.978, -0.327, 0.599], [-5.378, -1.696, 0.760], [-5.517, -2.293, 2.103], [-4.802, -2.249, -0.106], [-6.270, -0.082, -0.425], [-5.297, 0.435, 0.881], [-6.862, -0.087, 1.302], [-4.554, -2.257, 2.695], [-5.806, -3.361, 2.067], [-6.396, -1.839, 2.648], [1.758, 4.840, 5.596], [0.441, 4.794, 4.825], [-0.197, 3.450, 4.841], [0.034, 5.680, 4.164], [1.534, 4.661, 6.615], [2.351, 5.751, 5.496], [2.337, 3.941, 5.257], [0.553, 2.693, 4.879], [-0.826, 3.318, 3.997], [-0.843, 3.369, 5.703], [-3.139, 1.054, -1.720], [-3.741, 1.046, -3.087], [-4.735, -0.013, -3.435], [-3.503, 2.016, -3.821], [-2.759, 2.085, -1.626], [-2.579, 0.125, -1.542], [-4.008, 0.985, -1.033], [-5.699, 0.310, -3.185], [-4.583, -1.035, -3.063], [-4.757, -0.077, -4.556], [2.336, 3.193, -0.865], [2.399, 1.984, -1.818], [1.407, 1.983, -2.995], [3.179, 1.061, -1.610], [1.414, 3.309, -0.285], [2.711, 4.107, -1.341], [3.068, 2.873, -0.096], [1.749, 1.238, -3.769], [1.321, 2.964, -3.498], [0.387, 1.760, -2.589]], "forces_ev_per_a": [[0.2, -0.1, 0.8], [1.9, -1.3, -0.3], [-0.6, 0.8, -1.1], [-0.8, 0.7, -0.1], [-0.3, 0.1, 0.0], [-0.4, 0.6, -0.9], [-0.2, -0.4, -0.1], [0.6, 0.2, 0.7], [-0.5, -0.5, 0.9], [-0.1, 0.1, -0.2], [1.2, -0.7, 0.2], [-1.1, 0.2, -0.2], [1.7, 0.0, -0.6], [0.5, 0.4, 0.0], [-0.7, 0.5, 0.6], [-0.7, -0.8, -0.5], [-0.3, 0.6, -0.3], [-0.6, -0.1, 1.0], [0.0, -0.4, 0.0], [0.0, 0.3, -0.4], [0.4, 1.9, -1.4], [-0.1, 0.3, -0.1], [0.0, -0.8, 0.5], [0.0, 0.0, 0.2], [-0.1, -0.2, 0.7], [-0.5, -0.2, 0.2], [1.1, -1.1, 0.2], [-0.6, 0.2, -0.5], [0.0, -0.5, 0.2], [0.0, 0.3, 0.1], [1.3, -0.6, 1.5], [0.4, -0.6, -0.7], [1.2, 0.6, 0.8], [-0.4, 0.2, -0.1], [0.1, 0.5, -0.3], [-0.5, 0.3, -1.2], [-0.9, -0.4, 0.0], [0.2, 0.1, 0.3], [-0.8, -0.9, 0.4], [-0.6, 0.8, -0.8], [-0.8, 0.2, -1.3], [-0.4, 0.4, -0.7], [-1.7, -0.2, 0.5], [0.2, 0.5, -0.1], [-0.3, -0.1, 0.9], [1.0, -0.7, 0.7], [0.4, 0.3, 0.3], [1.2, -1.0, -0.2], [0.2, 0.4, 0.1], [0.3, 0.0, 0.2], [-0.6, 1.4, 0.9], [-4.0, 0.9, -0.3], [2.3, 0.4, 0.7], [3.1, -2.0, 0.6], [0.5, 0.0, 0.1], [0.0, -0.9, -0.6], [0.2, -0.1, -0.5], [-1.5, 0.1, -1.0], [0.1, -0.1, -0.3], [-0.1, 0.3, 0.4], [-1.0, -0.8, 1.9], [-1.0, 0.0, -0.9], [-1.2, -1.3, 1.2], [0.7, 0.1, -0.1], [-0.3, 0.5, -0.2], [0.7, -0.4, -0.3], [0.6, 0.5, -0.9], [1.3, 1.1, -0.8], [0.3, 0.0, 0.5], [-0.1, 0.4, -0.3], [-2.4, 0.7, 0.5], [-1.0, 1.5, 1.4], [-0.9, -0.9, 2.3], [1.3, -1.2, -2.3], [0.0, -0.4, 0.0], [1.3, 0.6, 0.4], [1.2, -0.8, -1.2], [-1.2, 0.3, -0.6], [0.4, 0.3, -0.4], [1.4, -0.1, -0.2], [0.3, -0.6, -1.2], [1.9, -1.7, 0.8], [-0.3, 0.3, 0.6], [-1.1, 2.4, -1.3], [-0.1, -0.2, 1.3], [-0.3, -0.1, -0.2], [-0.2, 0.9, 0.3], [0.3, -0.7, 0.1], [-0.5, -0.2, -0.9], [-0.1, -0.1, 0.5], [-1.5, 0.2, 0.1], [0.5, 1.8, -0.4], [1.1, -1.0, -2.6], [-0.6, -1.7, 0.5], [0.8, -0.9, 0.4], [0.4, 0.7, 0.1], [0.5, -0.1, -0.1], [-1.5, 0.6, 0.7], [0.2, 0.5, 0.3], [0.1, 0.0, 0.9], [1.4, -1.4, 0.8], [-0.4, 0.0, -0.1], [0.3, -0.5, -0.4], [-0.9, 1.0, -0.4], [-0.2, 0.3, -0.8], [-0.5, -0.1, 0.1], [-0.1, 0.6, -0.3], [-0.6, 0.5, 0.9], [0.2, -0.3, 0.5], [0.8, -0.1, -0.4]]}

Entry 2:
{"formula": "C33H66O33", "method": "wB97M-V/def2-TZVPD", "homo_lumo_gap_ev": [8.62, 2.02], "charge": 1, "de_lowest_kj_mol": 190.7, "multiplicity": 2, "symbols": ["C", "O", "C", "O", "O", "C", "H", "H", "H", "H", "H", "H", "C", "O", "C", "O", "O", "C", "H", "H", "H", "H", "H", "H", "C", "O", "C", "O", "O", "C", "H", "H", "H", "H", "H", "H", "C", "O", "C", "O", "O", "C", "H", "H", "H", "H", "H", "H", "C", "O", "C", "O", "O", "C", "H", "H", "H", "H", "H", "H", "C", "O", "C", "O", "O", "C", "H", "H", "H", "H", "H", "H", "C", "O", "C", "O", "O", "C", "H", "H", "H", "H", "H", "H", "C", "O", "C", "O", "O", "C", "H", "H", "H", "H", "H", "H", "C", "O", "C", "O", "O", "C", "H", "H", "H", "H", "H", "H", "C", "O", "C", "O", "O", "C", "H", "H", "H", "H", "H", "H", "C", "O", "C", "O", "O", "C", "H", "H", "H", "H", "H", "H"], "coordinates": [[8.597, 5.526, -1.789], [7.516, 5.011, -0.962], [7.396, 3.682, -0.987], [8.031, 2.942, -1.706], [6.458, 3.243, -0.040], [6.394, 1.863, 0.373], [8.655, 6.604, -1.941], [8.471, 5.162, -2.808], [9.530, 5.177, -1.347], [6.207, 1.114, -0.396], [5.526, 1.765, 1.025], [7.306, 1.550, 0.881], [9.738, 0.881, 3.963], [8.467, 0.502, 3.374], [8.006, -0.797, 3.413], [8.591, -1.848, 3.724], [6.824, -0.846, 2.805], [6.072, -1.986, 2.620], [9.897, 0.207, 4.805], [9.495, 1.906, 4.243], [10.485, 0.731, 3.183], [5.096, -1.676, 2.246], [5.736, -2.629, 3.433], [6.607, -2.691, 1.984], [-0.118, -5.673, -6.497], [-0.135, -5.432, -5.096], [-0.470, -4.166, -4.669], [-0.738, -3.220, -5.379], [-0.477, -4.306, -3.327], [-0.976, -3.168, -2.600], [0.241, -6.649, -6.823], [0.653, -5.023, -6.911], [-1.084, -5.323, -6.861], [-1.998, -2.896, -2.865], [-0.288, -2.326, -2.667], [-1.130, -3.407, -1.547], [0.416, 0.446, -3.650], [1.744, 0.556, -3.131], [2.743, 0.825, -3.921], [2.722, 0.915, -5.139], [3.877, 1.012, -3.199], [5.088, 1.263, -3.949], [0.071, -0.561, -3.883], [0.327, 0.933, -4.620], [-0.235, 0.982, -2.960], [5.921, 1.560, -3.312], [5.032, 2.188, -4.522], [5.363, 0.499, -4.677], [-5.004, 1.900, 6.808], [-4.500, 1.938, 5.503], [-3.243, 1.976, 5.263], [-2.383, 2.161, 6.156], [-3.006, 1.870, 3.873], [-1.636, 1.900, 3.455], [-4.727, 0.923, 7.206], [-6.093, 1.872, 6.767], [-4.677, 2.702, 7.469], [-0.998, 1.436, 4.207], [-1.260, 2.901, 3.243], [-1.425, 1.478, 2.472], [-4.613, -6.961, -0.911], [-3.332, -6.349, -0.610], [-3.325, -5.339, 0.358], [-4.352, -4.756, 0.761], [-2.072, -4.898, 0.496], [-1.767, -3.803, 1.246], [-5.266, -6.348, -1.532], [-5.212, -7.356, -0.090], [-4.404, -7.901, -1.421], [-0.756, -3.866, 1.650], [-2.443, -3.696, 2.095], [-1.880, -2.818, 0.794], [2.369, -0.156, 0.146], [1.136, 0.572, -0.033], [-0.025, -0.103, 0.051], [-0.204, -1.362, 0.067], [-1.012, 0.734, 0.033], [-2.347, 0.226, 0.254], [3.200, 0.533, -0.004], [2.476, -0.916, -0.628], [2.647, -0.664, 1.069], [-2.551, -0.575, -0.457], [-3.126, 0.979, 0.132], [-2.415, -0.165, 1.269], [-5.629, -1.114, 2.284], [-5.931, -1.642, 3.576], [-7.072, -1.762, 4.165], [-8.133, -1.612, 3.599], [-6.838, -2.202, 5.481], [-7.977, -2.387, 6.249], [-4.867, -1.661, 1.729], [-5.257, -0.090, 2.270], [-6.616, -1.090, 1.821], [-8.691, -3.154, 5.949], [-8.486, -1.426, 6.326], [-7.738, -2.885, 7.188], [3.572, -3.218, -1.470], [4.975, -3.409, -1.178], [5.928, -2.478, -1.323], [5.654, -1.249, -1.420], [7.091, -3.087, -1.627], [8.038, -2.289, -2.291], [3.064, -3.463, -0.537], [3.171, -3.919, -2.202], [3.417, -2.207, -1.849], [8.949, -2.760, -2.661], [8.371, -1.568, -1.545], [7.638, -1.643, -3.072], [-5.578, 5.290, 0.324], [-5.189, 3.901, 0.172], [-5.797, 2.872, 0.851], [-5.608, 1.656, 0.604], [-6.648, 3.297, 1.843], [-7.716, 2.487, 2.310], [-4.780, 5.905, 0.740], [-6.399, 5.560, 0.989], [-5.825, 5.613, -0.688], [-7.358, 1.472, 2.478], [-8.541, 2.496, 1.598], [-8.101, 2.974, 3.206], [-3.852, 2.589, -2.347], [-4.416, 3.727, -3.055], [-3.492, 4.561, -3.608], [-2.298, 4.371, -3.740], [-4.165, 5.685, -3.924], [-3.426, 6.830, -3.956], [-3.484, 2.975, -1.397], [-3.093, 2.074, -2.937], [-4.714, 1.959, -2.126], [-3.963, 7.700, -4.334], [-2.524, 6.763, -4.565], [-3.094, 7.072, -2.947]], "forces_ev_per_a": [[0.3, -0.8, -0.6], [-0.4, 0.3, 0.2], [-0.3, -1.6, 0.9], [-0.6, 0.3, 0.4], [1.0, 1.3, -1.3], [0.2, -0.4, -0.3], [-0.8, 0.1, 1.1], [0.2, -0.4, 0.1], [0.0, 0.0, -0.3], [0.2, 0.4, -0.7], [0.3, 0.5, 0.3], [-0.1, 0.2, 0.2], [-1.3, -1.1, -0.2], [-1.6, -2.0, -0.1], [2.2, -2.3, -0.6], [-0.8, 3.1, 0.1], [-0.2, 2.7, 0.8], [-0.8, -2.0, -0.4], [0.4, 0.3, 0.1], [0.9, -0.1, 0.1], [0.2, 0.4, 0.3], [0.4, 0.2, -0.7], [0.8, 0.6, 1.1], [-0.2, 0.1, -0.5], [0.5, 1.9, -0.6], [0.0, 0.5, 0.8], [0.0, -2.1, -0.7], [0.4, -0.6, 1.2], [-0.5, 1.3, -0.2], [-0.4, 0.1, 0.5], [-0.8, -0.3, 0.9], [-0.1, 0.4, -0.3], [0.1, -0.6, -0.6], [0.2, 0.1, -0.8], [-0.1, -0.1, -0.1], [0.8, -0.5, -0.1], [-1.8, 0.6, -1.4], [1.5, 0.0, -1.1], [1.2, -0.2, 5.9], [-0.1, 0.1, -2.2], [-1.8, -0.4, -2.2], [1.5, 1.5, -1.1], [0.5, -0.3, 0.7], [0.2, 0.4, 0.1], [0.2, -0.3, 0.1], [-0.3, -1.0, 0.8], [-0.8, 0.1, -0.2], [-0.3, -0.5, 0.6], [-0.3, -1.0, 1.3], [-1.8, 0.2, -2.0], [4.3, 1.1, 1.3], [-1.9, -0.8, -3.1], [-0.4, -0.1, 1.6], [0.9, 0.5, 0.3], [0.2, 0.2, 0.4], [0.1, 0.3, -0.4], [0.3, 0.0, -0.3], [-0.1, 0.0, -0.1], [-0.4, 0.5, 0.8], [-1.0, -0.8, 0.2], [-0.1, -0.7, -0.1], [-0.4, 0.8, 2.1], [-3.1, 1.7, -1.8], [3.0, -2.0, -0.5], [-0.3, -2.5, -1.5], [-0.4, 2.2, 2.6], [0.3, 0.3, 0.1], [0.4, 0.8, 0.7], [0.5, 0.4, -0.5], [0.0, -0.3, -0.3], [-0.1, -0.4, 0.3], [0.1, -0.3, -0.9], [1.0, -0.4, -1.2], [0.0, -0.7, 0.9], [-0.2, -4.6, -0.2], [1.5, 4.0, 0.0], [-1.0, 1.7, 0.0], [-0.2, -0.9, 0.0], [-0.4, 0.4, -0.2], [-0.3, 0.1, 0.0], [-1.2, 0.2, 0.5], [0.1, -0.1, 0.1], [0.6, 0.5, -0.1], [0.1, -0.1, -0.1], [-1.9, 0.6, -0.4], [3.8, -0.1, 1.0], [-1.3, -0.8, 0.0], [0.2, 0.1, 1.3], [0.6, 0.5, -2.8], [-1.6, -0.5, 0.9], [-0.4, -0.8, 0.5], [-0.2, 0.1, 0.9], [0.3, -0.1, -0.9], [-0.1, 0.2, -1.3], [-0.2, -0.2, 0.5], [0.8, 1.0, 0.4], [0.4, 0.4, 0.6], [0.8, -0.8, 0.0], [-2.1, 2.5, -2.4], [1.3, -3.3, 0.6], [-1.4, -0.5, 0.3], [1.1, 2.5, 0.8], [-0.2, 0.6, -0.1], [0.8, -0.3, -0.2], [-0.1, 0.0, 0.4], [-0.7, -1.0, 0.2], [0.4, 0.2, 0.0], [-0.5, -0.5, -0.2], [-0.2, 0.6, -0.1], [-0.9, -1.3, 1.5], [-0.8, -2.0, 0.4], [-0.1, 4.0, 0.3], [1.6, 1.0, -1.7], [-0.2, -0.5, -0.1], [0.6, -0.5, -0.3], [-0.3, -1.0, -0.1], [0.1, 0.1, 0.1], [-0.2, 0.1, 0.2], [0.2, -0.2, -0.2], [0.4, -0.2, 0.1], [-0.7, 0.5, 0.0], [1.4, 0.1, -0.6], [-0.3, -0.1, 0.6], [-1.4, 0.1, 0.2], [-1.0, -2.0, -0.1], [2.0, 2.2, 0.0], [0.3, -0.2, -0.1], [-0.1, 0.1, 0.0], [0.2, -0.1, -0.1], [-0.6, -0.5, 0.0], [0.0, -0.3, -0.1], [0.1, 0.1, 0.1]]}